C25H41BF7N4O10S | ωB97M-V/def2-TZVPD

The geometry in XYZ format:
```
89
C25H41BF7N4O10S, DFT ωB97M-V/def2-TZVPD
C -2.982 -2.400 -0.716
C -2.503 -1.838 -2.205
C -3.579 -0.641 -2.594
C -2.875 0.595 -3.439
C -2.206 -0.128 -4.791
N -1.776 1.231 -2.617
C -0.979 2.301 -3.042
N -1.151 2.923 -4.410
B -2.215 4.004 -4.444
N -3.474 4.060 -3.588
O -2.065 5.118 -5.446
C 0.130 3.616 -4.857
C 1.399 2.700 -4.332
O 2.647 3.217 -4.921
C 1.483 2.711 -2.672
C 2.173 1.244 -2.270
N 0.094 2.745 -2.073
S -0.275 4.255 -1.282
O -1.781 4.542 -1.074
O 0.467 5.495 -1.916
C 0.464 4.112 0.475
F 0.904 5.494 0.878
F 1.705 3.276 0.497
C -0.633 3.629 1.597
F -1.627 4.715 1.935
F 0.149 3.428 2.874
C -1.345 2.179 1.283
F -1.578 1.540 2.632
F -2.679 2.267 0.644
F -0.410 1.229 0.576
H -2.199 -3.106 -0.208
H -4.046 -2.923 -0.828
H -3.178 -1.420 -0.066
H -2.625 -2.737 -2.964
H -1.393 -1.429 -2.187
H -4.081 -0.191 -1.630
H -4.373 -1.139 -3.322
H -3.661 1.378 -3.832
H -2.251 0.659 -5.688
H -2.819 -1.084 -5.095
H -1.048 -0.353 -4.624
H -1.598 0.805 -1.659
H -4.272 3.540 -4.015
H -3.691 5.094 -3.487
H -2.707 4.823 -6.184
H 0.283 4.687 -4.392
H 0.241 3.721 -6.018
H 1.217 1.613 -4.771
H 3.396 2.718 -4.439
H 2.209 3.532 -2.248
H 1.456 0.588 -1.602
H 3.173 1.435 -1.683
H 2.401 0.600 -3.237
O 1.842 -1.376 -2.161
C 1.803 -2.347 -1.423
O 2.831 -3.230 -1.258
C 2.402 -4.295 -0.412
C 1.239 -3.740 0.368
C 0.620 -2.772 -0.607
H 2.114 -5.145 -1.039
H 3.224 -4.600 0.243
H 0.548 -4.512 0.718
H 1.608 -3.194 1.245
H -0.108 -3.261 -1.260
H 0.168 -1.919 -0.094
O -1.010 -2.609 3.953
C -0.767 -1.940 4.944
O -0.259 -2.443 6.107
C -0.205 -1.403 7.083
C -0.197 -0.119 6.296
C -1.021 -0.469 5.083
H -1.084 -1.487 7.732
H 0.697 -1.515 7.692
H -0.587 0.734 6.858
H 0.828 0.120 5.987
H -2.088 -0.306 5.255
H -0.683 0.075 4.198
O 3.036 -5.552 2.852
C 3.278 -4.882 3.843
O 3.786 -5.385 5.006
C 3.840 -4.346 5.982
C 3.848 -3.062 5.195
C 3.024 -3.412 3.982
H 2.961 -4.430 6.630
H 4.742 -4.457 6.590
H 3.459 -2.209 5.757
H 4.873 -2.823 4.885
H 1.957 -3.249 4.154
H 3.362 -2.868 3.096
```

Summary:
LUMO energy (eV): -4.9
Charge: +1
HOMO-LUMO gap (eV): 7.00
E_tot (a.u.): -3070.206440

Results of the Mulliken charge analysis, in e, for atoms 1 through 8:
1 C -0.8749
2 C 0.3045
3 C -1.1434
4 C 0.3198
5 C -0.9261
6 N 0.5569
7 C -1.4199
8 N 0.4758

***

C25H41Cl3N3O3PbSSi | ωB97M-V/def2-TZVPD

The geometry in XYZ format:
```
78
C25H41Cl3N3O3PbSSi, DFT ωB97M-V/def2-TZVPD
C -1.356 -2.752 -5.555
C -0.806 -2.986 -4.184
H -1.269 -3.643 -6.185
H -0.819 -1.943 -6.057
H -2.416 -2.466 -5.504
C -0.449 -4.204 -3.728
C -0.608 -5.466 -4.533
H 0.016 -4.347 -2.734
H 0.061 -5.461 -5.406
H -1.631 -5.678 -4.907
H -0.300 -6.338 -3.939
Pb -2.773 0.878 0.547
Cl -4.087 -0.295 2.479
Cl 0.150 1.006 -1.168
H 0.463 4.525 3.829
H -1.505 6.661 3.569
C 0.442 4.709 2.746
C -1.237 6.489 2.517
N -0.889 5.092 2.295
H 0.798 3.826 2.215
C -1.815 4.197 1.913
O -1.627 2.960 1.894
H -2.081 6.758 1.877
H -2.776 4.666 1.605
H 1.108 5.557 2.556
H -0.364 7.107 2.285
H 2.444 -1.085 -4.477
H 2.286 -3.655 -2.902
C 3.428 -1.242 -4.007
C 3.267 -3.257 -2.593
N 3.287 -1.802 -2.679
H 3.962 -0.290 -3.951
C 3.428 -1.027 -1.563
O 3.793 0.147 -1.552
H 3.469 -3.546 -1.552
H 3.154 -1.573 -0.642
H 3.994 -1.947 -4.626
H 4.041 -3.665 -3.262
O 0.105 -0.769 -3.379
C -0.813 -1.770 -3.219
C 0.396 -2.490 -1.048
C -0.792 -2.295 -1.753
H 1.337 -2.152 -1.509
C 0.343 -3.082 0.219
H -1.855 -1.405 -3.383
C -2.023 -2.627 -1.181
H 1.264 -3.272 0.760
C -0.882 -3.406 0.799
C -2.064 -3.161 0.112
H -2.928 -2.481 -1.788
H -0.924 -3.780 1.813
H -3.040 -3.343 0.571
Si 0.185 1.662 -3.189
Cl -4.403 2.567 0.024
C 2.016 1.988 -3.471
C -0.479 3.496 -2.762
C -1.018 1.127 -4.524
H 2.648 1.388 -2.794
H 2.288 3.038 -3.259
H 2.308 1.761 -4.500
H -0.456 0.520 -5.250
H -1.517 1.929 -5.087
H -1.815 0.521 -4.072
H -1.544 3.458 -2.472
H -0.378 4.209 -3.605
H 0.055 3.938 -1.901
S 0.072 -0.123 1.948
C -0.227 0.666 3.397
N -1.464 0.622 4.014
C -1.796 1.403 5.090
C -0.835 2.205 5.676
C 0.454 2.253 5.105
C 0.752 1.503 3.975
H -2.230 0.059 3.584
H -2.818 1.294 5.460
H -1.091 2.824 6.535
H 1.230 2.887 5.542
H 1.732 1.491 3.491
```

Summary:
LUMO energy (eV): 2.1
Charge: -1
HOMO-LUMO gap (eV): 6.40
Energy relative to the best compared isomer or geometry (same formula, charge and spin) (eV): 1.841
E_tot (a.u.): -3628.476578

Results of the Mulliken charge analysis, in e, for atoms 1 through 8:
1 C -1.5440
2 C 0.1978
3 H 0.4611
4 H 0.2228
5 H 0.2931
6 C 0.4156
7 C -1.8737
8 H 0.2463

***

C25H41Cl5N11O2PRhS | ωB97M-V/def2-TZVPD

The geometry in XYZ format:
```
87
C25H41Cl5N11O2PRhS, DFT ωB97M-V/def2-TZVPD
Rh -0.501 -0.480 -0.346
C 2.324 4.018 1.529
N 1.900 3.107 2.695
C 0.671 3.747 3.364
N -0.363 3.941 2.412
C 0.089 4.812 1.328
N 1.237 4.227 0.643
C 0.876 3.039 -0.130
P 0.227 1.663 0.952
C 1.602 1.716 2.210
C -0.969 2.696 1.941
H 3.154 3.526 1.024
H 2.660 4.959 1.963
H 2.658 3.070 3.378
H 1.000 4.699 3.778
H 0.358 3.089 4.173
H 0.362 5.786 1.733
H -0.724 4.951 0.619
H 1.743 2.689 -0.694
H 0.100 3.299 -0.848
H 2.502 1.286 1.778
H 1.307 1.099 3.060
H -1.297 2.104 2.790
H -1.846 2.917 1.331
Cl -3.188 -0.702 -3.005
C -3.249 -1.636 -1.544
C -2.130 -1.747 -0.743
C -2.132 -2.741 0.218
Cl -0.610 -3.056 0.959
C -3.257 -3.488 0.533
Cl -3.214 -4.633 1.800
C -4.423 -3.273 -0.203
Cl -5.839 -4.147 0.166
C -4.406 -2.376 -1.272
Cl -5.794 -2.194 -2.252
C -1.962 -0.585 4.477
S -2.372 -1.054 2.800
C -3.973 -0.263 2.706
O -1.446 -0.199 1.922
H -2.198 0.465 4.647
H -0.901 -0.783 4.615
H -2.536 -1.221 5.153
H -4.607 -0.670 3.496
H -4.398 -0.502 1.731
H -3.852 0.814 2.820
C -4.003 2.530 -3.188
N -2.541 2.340 -3.151
C -1.761 2.787 -4.319
C -1.975 1.674 -2.201
N -1.426 1.208 -1.285
H -4.453 1.889 -3.946
H -4.212 3.568 -3.434
H -4.435 2.294 -2.219
H -1.976 2.157 -5.182
H -0.698 2.747 -4.099
H -2.041 3.812 -4.556
N -0.257 -5.250 -4.400
C -0.467 -3.972 -4.129
N -1.330 -3.270 -4.860
N 0.214 -3.451 -3.107
C 0.237 -2.317 -2.568
N 0.381 -1.304 -1.981
H -0.728 -5.729 -5.150
H 0.399 -5.763 -3.834
H -1.797 -3.671 -5.657
H -1.472 -2.293 -4.673
C 3.232 0.285 -1.451
N 3.716 -0.655 -0.454
C 5.082 -1.144 -0.672
C 5.650 -1.720 0.605
C 4.675 -2.755 1.118
N 3.356 -2.141 1.299
C 2.498 -2.743 2.312
C 2.887 -1.170 0.486
O 1.714 -0.715 0.650
H 3.741 1.248 -1.347
H 2.162 0.418 -1.348
H 3.435 -0.097 -2.452
H 5.684 -0.308 -1.027
H 5.078 -1.905 -1.459
H 5.782 -0.933 1.350
H 6.623 -2.169 0.411
H 4.992 -3.156 2.079
H 4.605 -3.592 0.417
H 2.998 -2.719 3.281
H 2.286 -3.788 2.065
H 1.563 -2.198 2.368
```

Summary:
LUMO energy (spin up / spin down) (eV): -8.8 / -8.9
Charge: +3
HOMO-LUMO gap (spin up / spin down) (eV): 6.83 / 6.75
Energy relative to the best compared isomer or geometry (same formula, charge and spin) (eV): 1.363
E_tot (a.u.): -4880.176604

Results of the Mulliken charge analysis, in e, for atoms 1 through 8:
1 Rh -1.1218
2 C -0.7361
3 N 0.1290
4 C -0.8213
5 N 0.2097
6 C -0.9326
7 N 0.1984
8 C -1.5837

***

C25H41CrN2P | ωB97M-V/def2-TZVPD

The geometry in XYZ format:
```
70
C25H41CrN2P, DFT ωB97M-V/def2-TZVPD
C 1.122 2.558 -3.379
C -0.184 2.094 -3.256
C -0.432 0.971 -2.416
C 0.618 0.366 -1.749
C 1.916 0.854 -1.881
C 2.174 1.983 -2.691
C -1.850 0.491 -2.328
C -2.082 -0.917 -1.900
N -1.104 -2.018 -2.454
Cr -0.038 -1.330 -0.451
C 3.034 0.166 -1.139
P 2.421 -1.523 -0.664
H -1.050 2.540 -3.772
H 3.206 2.356 -2.736
H 1.307 3.406 -4.048
H 3.265 0.694 -0.182
H 3.957 0.105 -1.738
H -2.401 1.165 -1.649
H -2.342 0.578 -3.297
H -2.069 -0.870 -0.776
C 3.749 -2.088 0.413
C 2.707 -2.427 -2.227
H -3.148 -1.171 -2.203
C -0.629 -1.666 -3.811
C -1.982 -3.195 -2.727
H 1.259 -1.620 0.609
H -1.104 -2.225 -4.607
H -0.757 -0.624 -4.096
H 0.428 -1.889 -3.966
H -2.113 -3.395 -3.824
H -1.624 -4.181 -2.330
H -3.029 -3.047 -2.354
H 3.786 -2.516 -2.454
H 2.249 -3.415 -2.143
H 2.223 -1.908 -3.104
H 4.731 -2.052 -0.107
H 3.764 -1.436 1.302
H 3.509 -3.117 0.718
H -0.231 -2.740 -0.053
C 1.990 1.148 5.049
C 1.221 1.454 3.811
C 0.826 2.786 3.536
C 0.102 3.118 2.418
C -0.272 4.573 2.199
C -0.300 2.134 1.525
C -0.026 0.783 1.809
C 0.832 0.455 2.878
N -0.699 -0.245 1.113
C -2.051 -0.556 1.677
C -2.129 -0.290 3.181
C -3.073 0.365 1.023
C -2.414 -2.016 1.416
H 2.936 1.711 5.070
H 1.417 1.452 5.946
H 2.219 0.078 5.122
H 1.147 3.559 4.248
H -0.910 4.941 3.017
H 0.644 5.190 2.200
H -0.797 4.700 1.253
H -0.932 2.377 0.656
H 1.098 -0.579 3.076
H -2.010 0.776 3.402
H -3.135 -0.608 3.491
H -1.375 -0.869 3.725
H -3.159 0.219 -0.060
H -4.041 0.141 1.466
H -2.805 1.413 1.187
H -2.502 -2.290 0.364
H -1.647 -2.688 1.837
H -3.408 -2.191 1.834
```

Summary:
LUMO energy (spin up / spin down) (eV): 0.5 / -0.5
HOMO-LUMO gap (spin up / spin down) (eV): 6.92 / 6.39
Energy relative to the best compared isomer or geometry (same formula, charge and spin) (eV): 1.402
E_tot (a.u.): -2472.298778
2S+1: 5

Results of the Mulliken charge analysis, in e, for atoms 1 through 8:
1 C -0.8387
2 C -0.9546
3 C 0.5945
4 C 0.6174
5 C 1.0636
6 C -0.8103
7 C -1.1221
8 C -0.9494

***

C25H42BMnO29 | ωB97M-V/def2-TZVPD

The geometry in XYZ format:
```
98
C25H42BMnO29, DFT ωB97M-V/def2-TZVPD
Mn 0.298 0.137 0.310
O -1.554 -5.071 0.631
C -1.691 -4.435 -0.422
O -2.493 -4.804 -1.424
B -2.509 -3.778 -2.481
O -1.537 -2.756 -1.990
C -1.057 -3.110 -0.753
O -0.374 -2.424 -0.011
O -3.836 -3.247 -2.553
C -4.260 -3.291 -3.842
O -5.409 -2.881 -4.248
C -3.189 -4.056 -4.650
O -2.209 -4.363 -3.794
O -3.294 -4.368 -5.849
C -1.642 5.011 1.733
O -2.176 3.923 2.532
C -1.773 2.694 2.206
O -0.829 2.414 1.416
O -2.544 1.690 2.842
C -3.632 2.059 3.742
H -1.254 4.658 0.777
H -0.862 5.542 2.278
H -2.448 5.718 1.533
H -3.909 1.168 4.306
H -4.536 2.485 3.306
H -3.273 2.797 4.459
C 1.900 2.301 -3.311
O 1.098 3.281 -2.686
C 0.216 3.004 -1.751
O 0.114 1.970 -1.054
O -0.501 4.055 -1.408
C -0.502 5.327 -2.056
H 2.678 2.802 -3.887
H 1.290 1.828 -4.081
H 2.527 1.633 -2.720
H 0.506 5.686 -2.264
H -1.105 6.026 -1.477
H -1.108 5.219 -2.956
C 2.718 -4.284 2.779
O 2.009 -3.107 2.341
C 2.503 -2.158 1.478
O 1.871 -1.208 1.011
O 3.772 -2.458 1.308
C 4.593 -1.576 0.559
H 3.734 -4.107 3.131
H 2.747 -4.937 1.907
H 2.251 -4.844 3.589
H 4.751 -0.731 1.229
H 4.203 -1.261 -0.409
H 5.511 -2.124 0.347
C -0.133 -0.512 -4.240
O 1.144 -1.116 -3.815
C 1.687 -0.974 -2.594
O 1.161 -0.516 -1.616
O 3.026 -1.358 -2.570
C 3.740 -1.815 -3.668
H -0.131 0.538 -4.530
H -0.948 -0.903 -3.631
H -0.200 -0.977 -5.224
H 3.507 -2.837 -3.966
H 4.814 -1.858 -3.487
H 3.685 -1.125 -4.510
C -4.947 -1.616 0.136
O -3.621 -1.076 0.388
C -3.064 -0.007 -0.134
O -1.799 0.121 -0.155
O -4.005 0.784 -0.695
C -3.664 1.817 -1.612
H -5.125 -1.710 -0.935
H -5.685 -0.857 0.398
H -5.123 -2.562 0.649
H -3.448 1.322 -2.559
H -2.727 2.299 -1.332
H -4.520 2.479 -1.745
C 1.107 -1.414 5.465
O 1.013 -0.841 4.145
C -0.159 -0.769 3.446
O -0.285 -0.220 2.369
O -1.193 -1.451 4.044
C -2.319 -1.878 3.312
H 1.906 -1.052 6.112
H 1.294 -2.487 5.447
H 0.164 -1.367 6.008
H -1.984 -2.443 2.443
H -3.026 -1.110 2.999
H -3.053 -2.514 3.807
C 4.702 3.303 -0.686
O 3.380 2.725 -0.440
C 3.034 2.004 0.667
O 2.054 1.277 0.673
O 3.949 2.105 1.569
C 3.767 1.598 2.896
H 4.704 3.761 -1.676
H 5.512 2.585 -0.558
H 4.966 4.157 -0.062
H 3.626 0.518 2.931
H 2.863 2.077 3.272
H 4.570 1.842 3.592
```

Summary:
LUMO energy (eV): -2.0
Charge: +1
HOMO-LUMO gap (eV): 9.18
Energy relative to the best compared isomer or geometry (same formula, charge and spin) (eV): 4.886
E_tot (a.u.): -4335.633913
2S+1: 6

Results of the Mulliken charge analysis, in e, for atoms 1 through 8:
1 Mn 1.3076
2 O -0.6456
3 C -0.0210
4 O -0.5663
5 B 0.5561
6 O 0.2869
7 C 0.2019
8 O -0.1024